#w
{
  "formula": "C39H56O33",
  "method": "wB97M-V/def2-TZVPD",
  "smiles": "C[C@H]1COC(=O)O1.C[C@H]1COC(=O)O1.C[C@H]1COC(=O)O1.C[C@H]1COC(=O)O1.C[C@H]1COC(=O)O1.C[C@H]1COC(=O)O1.O=C1OCCO1.O=C1OCCO1.O=C1OCCO1.O=C1OCCO1.O=C1OCCO1",
  "lumo_ev": -0.4,
  "homo_energy_ev": -9.71,
  "orbital_gap_ev": 9.31,
  "elements": ["C", "C", "C", "O", "C", "O", "O", "H", "H", "H", "H", "H", "H", "C", "C", "C", "O", "C", "O", "O", "H", "H", "H", "H", "H", "H", "C", "C", "C", "O", "C", "O", "O", "H", "H", "H", "H", "H", "H", "C", "C", "C", "O", "C", "O", "O", "H", "H", "H", "H", "H", "H", "C", "C", "C", "O", "C", "O", "O", "H", "H", "H", "H", "H", "H", "C", "C", "C", "O", "C", "O", "O", "H", "H", "H", "H", "H", "H", "O", "C", "O", "C", "C", "O", "H", "H", "H", "H", "O", "C", "O", "C", "C", "O", "H", "H", "H", "H", "O", "C", "O", "C", "C", "O", "H", "H", "H", "H", "O", "C", "O", "C", "C", "O", "H", "H", "H", "H", "O", "C", "O", "C", "C", "O", "H", "H", "H", "H"],
  "coordinates": [[-2.692, -4.506, 1.075], [-1.709, -5.110, 0.061], [-2.420, -5.966, -0.973], [-2.659, -5.027, -2.024], [-1.743, -4.045, -1.938], [-1.429, -3.293, -2.804], [-1.205, -4.023, -0.695], [-3.161, -5.247, 1.724], [-3.552, -4.076, 0.538], [-2.285, -3.670, 1.642], [-0.968, -5.554, 0.722], [-3.280, -6.508, -0.594], [-1.746, -6.732, -1.372], [2.652, 1.474, -3.950], [3.948, 1.717, -4.720], [4.822, 2.750, -3.952], [6.058, 2.053, -3.762], [6.015, 0.827, -4.329], [6.939, 0.096, -4.402], [4.767, 0.578, -4.825], [2.850, 1.081, -2.953], [2.053, 0.698, -4.434], [2.186, 2.459, -3.958], [3.737, 2.213, -5.671], [4.472, 2.985, -2.948], [5.004, 3.648, -4.540], [-0.960, 6.243, -0.943], [0.046, 5.454, -0.126], [-0.368, 4.073, 0.436], [0.615, 3.207, -0.063], [1.612, 3.896, -0.695], [2.596, 3.374, -1.095], [1.227, 5.162, -0.908], [-0.861, 7.311, -0.769], [-1.974, 5.925, -0.690], [-0.808, 6.057, -2.007], [0.417, 6.075, 0.692], [-1.371, 3.855, 0.072], [-0.514, 4.221, 1.507], [-1.498, -0.483, 1.476], [-0.747, -0.969, 0.291], [-0.584, 0.102, -0.768], [0.789, 0.116, -1.082], [1.457, -0.726, -0.279], [2.602, -1.025, -0.360], [0.604, -1.369, 0.566], [-1.171, 0.496, 1.820], [-1.483, -1.167, 2.324], [-2.573, -0.428, 1.289], [-1.214, -1.869, -0.103], [-0.926, 1.093, -0.451], [-1.277, -0.047, -1.604], [6.533, 1.232, 2.235], [5.663, 0.390, 1.339], [4.913, 1.286, 0.319], [5.535, 0.967, -0.917], [6.422, -0.050, -0.763], [7.048, -0.516, -1.646], [6.409, -0.503, 0.523], [7.201, 1.886, 1.673], [7.084, 0.679, 2.996], [5.890, 1.903, 2.819], [4.934, -0.187, 1.907], [4.967, 2.331, 0.617], [3.864, 1.003, 0.230], [-7.294, 0.476, 0.780], [-6.541, 0.137, -0.483], [-5.189, -0.495, -0.213], [-5.201, -1.736, -0.888], [-6.428, -1.949, -1.431], [-6.740, -2.868, -2.105], [-7.276, -0.928, -1.102], [-7.305, -0.366, 1.483], [-8.366, 0.623, 0.629], [-6.880, 1.289, 1.377], [-6.411, 0.994, -1.140], [-4.851, -0.550, 0.821], [-4.492, 0.203, -0.694], [1.818, -5.239, 4.419], [1.875, -4.810, 3.314], [0.963, -5.066, 2.337], [1.436, -4.518, 1.097], [2.854, -4.048, 1.423], [2.811, -3.942, 2.859], [1.448, -5.285, 0.327], [0.818, -3.659, 0.839], [3.095, -3.081, 0.989], [3.597, -4.795, 1.142], [-5.080, 0.807, 3.402], [-4.212, 1.581, 3.626], [-2.915, 1.442, 3.344], [-2.198, 2.606, 3.685], [-3.186, 3.420, 4.531], [-4.427, 2.737, 4.305], [-1.310, 2.354, 4.267], [-1.843, 3.153, 2.812], [-3.252, 4.464, 4.232], [-3.007, 3.376, 5.604], [-3.276, 2.326, 0.359], [-3.608, 2.716, -0.715], [-4.860, 3.105, -1.062], [-4.888, 3.596, -2.414], [-3.424, 3.557, -2.834], [-2.742, 2.981, -1.723], [-5.435, 2.820, -2.950], [-5.357, 4.568, -2.504], [-2.995, 4.542, -3.029], [-3.230, 2.975, -3.734], [0.727, 1.449, 5.577], [0.924, 0.417, 5.020], [2.133, -0.100, 4.748], [2.014, -1.389, 4.092], [0.476, -1.636, 4.139], [-0.051, -0.401, 4.562], [2.417, -1.206, 3.100], [2.563, -2.105, 4.693], [0.273, -2.454, 4.825], [0.211, -1.867, 3.113], [5.168, -2.296, -2.878], [4.011, -2.525, -2.939], [3.333, -3.269, -2.022], [1.965, -3.428, -2.394], [1.833, -2.409, -3.541], [3.147, -2.119, -3.915], [1.790, -4.427, -2.793], [1.369, -3.185, -1.520], [1.207, -1.549, -3.273], [1.240, -2.839, -4.354]],
  "lowdin_charge": [-0.01, -0.31, -0.07, 0.09, -0.55, 0.17, 0.03, 0.09, 0.09, 0.08, 0.13, 0.14, 0.14, -0.02, -0.32, -0.08, 0.05, -0.56, 0.17, 0.09, 0.08, 0.08, 0.09, 0.14, 0.11, 0.13, -0.01, -0.28, -0.10, 0.07, -0.54, 0.18, 0.09, 0.08, 0.08, 0.09, 0.15, 0.09, 0.12, -0.01, -0.29, -0.09, 0.09, -0.54, 0.17, 0.06, 0.09, 0.08, 0.08, 0.13, 0.11, 0.14, -0.03, -0.32, -0.10, 0.06, -0.54, 0.19, 0.09, 0.10, 0.08, 0.09, 0.14, 0.13, 0.10, -0.02, -0.31, -0.11, 0.07, -0.54, 0.18, 0.08, 0.10, 0.09, 0.08, 0.13, 0.13, 0.11, 0.17, -0.57, 0.05, -0.12, -0.07, 0.03, 0.14, 0.10, 0.12, 0.14, 0.16, -0.57, 0.05, -0.11, -0.09, 0.06, 0.12, 0.10, 0.13, 0.13, 0.16, -0.57, 0.05, -0.08, -0.10, 0.04, 0.13, 0.13, 0.12, 0.14, 0.15, -0.57, 0.06, -0.07, -0.11, 0.06, 0.12, 0.13, 0.14, 0.09, 0.20, -0.53, 0.03, -0.11, -0.15, 0.07, 0.13, 0.10, 0.11, 0.13]
}

=====

#x
{
  "formula": "C39H56O33",
  "method": "wB97M-V/def2-TZVPD",
  "smiles": "C[C@H]1COC(=O)O1.C[C@H]1COC(=O)O1.C[C@H]1COC(=O)O1.C[C@H]1COC(=O)O1.C[C@H]1COC(=O)O1.C[C@H]1COC(=O)O1.O=C1OCCO1.O=C1OCCO1.O=C1OCCO1.O=C1OCCO1.O=C1OCCO1",
  "lumo_ev": -0.4,
  "homo_energy_ev": -10.44,
  "orbital_gap_ev": 10.03,
  "elements": ["C", "C", "C", "O", "C", "O", "O", "H", "H", "H", "H", "H", "H", "C", "C", "C", "O", "C", "O", "O", "H", "H", "H", "H", "H", "H", "C", "C", "C", "O", "C", "O", "O", "H", "H", "H", "H", "H", "H", "C", "C", "C", "O", "C", "O", "O", "H", "H", "H", "H", "H", "H", "C", "C", "C", "O", "C", "O", "O", "H", "H", "H", "H", "H", "H", "C", "C", "C", "O", "C", "O", "O", "H", "H", "H", "H", "H", "H", "O", "C", "O", "C", "C", "O", "H", "H", "H", "H", "O", "C", "O", "C", "C", "O", "H", "H", "H", "H", "O", "C", "O", "C", "C", "O", "H", "H", "H", "H", "O", "C", "O", "C", "C", "O", "H", "H", "H", "H", "O", "C", "O", "C", "C", "O", "H", "H", "H", "H"],
  "coordinates": [[8.852, 4.875, 5.198], [7.407, 5.397, 5.073], [7.002, 5.897, 3.655], [5.801, 5.233, 3.404], [5.504, 4.309, 4.344], [4.590, 3.584, 4.218], [6.538, 4.312, 5.277], [9.604, 5.533, 4.764], [8.897, 3.950, 4.625], [9.126, 4.556, 6.204], [7.091, 6.112, 5.833], [7.710, 5.662, 2.860], [6.817, 6.968, 3.573], [-4.174, -3.689, -4.218], [-3.977, -5.187, -4.298], [-3.443, -5.816, -2.986], [-4.479, -6.735, -2.614], [-5.497, -6.575, -3.472], [-6.602, -7.166, -3.334], [-5.301, -5.661, -4.405], [-4.857, -3.510, -3.387], [-4.609, -3.175, -5.075], [-3.211, -3.252, -3.954], [-3.322, -5.329, -5.158], [-3.317, -5.055, -2.215], [-2.495, -6.349, -3.048], [-0.817, -2.170, 7.408], [0.054, -2.677, 8.562], [-0.657, -3.694, 9.464], [0.225, -4.830, 9.357], [1.273, -4.520, 8.591], [2.093, -5.350, 8.294], [1.125, -3.374, 7.970], [-0.353, -1.518, 6.668], [-1.685, -1.599, 7.739], [-1.114, -3.057, 6.849], [0.331, -1.836, 9.198], [-1.681, -3.911, 9.160], [-0.768, -3.273, 10.463], [-9.027, 5.511, -9.081], [-8.827, 4.582, -7.821], [-8.617, 3.096, -8.028], [-7.259, 2.840, -7.545], [-6.817, 3.978, -6.919], [-5.742, 4.150, -6.337], [-7.623, 4.998, -7.150], [-8.658, 6.524, -8.923], [-10.073, 5.657, -9.349], [-8.641, 5.082, -10.006], [-9.593, 4.684, -7.052], [-8.841, 2.815, -9.057], [-9.225, 2.550, -7.307], [5.055, -3.685, -4.632], [4.511, -2.511, -5.507], [5.024, -2.417, -6.933], [3.846, -2.466, -7.705], [2.702, -2.556, -6.981], [1.581, -2.567, -7.467], [3.074, -2.630, -5.631], [4.799, -4.676, -5.005], [4.824, -3.608, -3.569], [6.131, -3.514, -4.589], [4.859, -1.655, -4.929], [5.471, -3.366, -7.229], [5.637, -1.539, -7.134], [1.451, -9.393, 2.398], [0.418, -8.806, 3.338], [-0.839, -8.500, 2.684], [-1.855, -8.786, 3.609], [-1.316, -9.387, 4.664], [-1.852, -9.705, 5.767], [0.044, -9.721, 4.376], [1.791, -8.612, 1.717], [1.171, -10.251, 1.788], [2.374, -9.491, 2.971], [0.716, -7.942, 3.932], [-0.932, -9.048, 1.747], [-0.915, -7.433, 2.478], [2.649, 4.509, -7.238], [3.408, 5.075, -6.382], [4.695, 5.216, -6.488], [5.296, 5.807, -5.353], [4.129, 6.012, -4.483], [3.048, 5.555, -5.273], [6.056, 5.214, -4.844], [5.777, 6.745, -5.631], [4.150, 7.079, -4.259], [4.189, 5.292, -3.667], [0.615, -1.695, 0.280], [0.104, -0.568, 0.034], [0.609, 0.279, -0.788], [0.117, 1.538, -0.556], [-1.090, 1.334, 0.271], [-0.964, -0.055, 0.658], [0.807, 2.181, -0.008], [-0.206, 2.127, -1.414], [-1.927, 1.406, -0.423], [-1.151, 2.074, 1.069], [9.246, -2.420, 5.758], [8.336, -2.359, 4.952], [8.547, -2.361, 3.684], [7.351, -2.517, 2.953], [6.250, -2.497, 4.049], [7.043, -2.513, 5.192], [7.044, -1.683, 2.322], [7.510, -3.360, 2.281], [5.715, -3.447, 4.032], [5.633, -1.610, 3.911], [-2.554, 10.839, 2.571], [-1.637, 10.013, 2.285], [-0.335, 10.215, 2.497], [0.249, 9.022, 2.639], [-0.583, 8.135, 1.793], [-1.829, 8.758, 1.963], [1.236, 9.070, 2.180], [0.360, 8.572, 3.626], [-0.703, 7.198, 2.336], [-0.180, 8.082, 0.782], [-7.627, 1.520, 3.319], [-8.436, 1.320, 2.415], [-9.688, 0.890, 2.485], [-10.158, 0.442, 1.244], [-9.353, 1.379, 0.318], [-8.210, 1.560, 1.103], [-9.899, -0.563, 0.910], [-11.242, 0.538, 1.296], [-9.816, 2.344, 0.108], [-9.085, 1.020, -0.676]],
  "lowdin_charge": [-0.01, -0.31, -0.11, 0.05, -0.53, 0.18, 0.06, 0.08, 0.09, 0.08, 0.15, 0.13, 0.13, -0.03, -0.31, -0.07, 0.08, -0.53, 0.08, 0.10, 0.09, 0.09, 0.09, 0.15, 0.13, 0.13, -0.02, -0.32, -0.07, 0.09, -0.60, 0.15, 0.11, 0.08, 0.09, 0.09, 0.15, 0.13, 0.13, 0.00, -0.27, -0.07, 0.06, -0.54, 0.11, 0.08, 0.08, 0.07, 0.08, 0.15, 0.13, 0.13, -0.03, -0.30, -0.10, 0.05, -0.47, 0.13, 0.06, 0.09, 0.08, 0.08, 0.14, 0.14, 0.14, -0.01, -0.37, -0.14, 0.10, -0.43, 0.09, 0.06, 0.09, 0.10, 0.09, 0.16, 0.14, 0.15, 0.08, -0.60, 0.10, -0.13, -0.11, 0.12, 0.13, 0.13, 0.14, 0.14, 0.08, -0.56, 0.12, -0.17, -0.10, 0.08, 0.14, 0.14, 0.13, 0.14, 0.13, -0.62, 0.10, -0.10, -0.11, 0.08, 0.12, 0.13, 0.14, 0.13, 0.10, -0.52, 0.10, -0.21, -0.13, 0.10, 0.14, 0.14, 0.14, 0.14, 0.13, -0.53, 0.07, -0.11, -0.13, 0.05, 0.13, 0.14, 0.13, 0.13]
}

=====

#w has the most favorable energy; the next structure is 152.4 kcal/mol above.

=====

#w
{
  "formula": "C4H13NO2",
  "method": "wB97M-V/def2-TZVPD",
  "lumo_ev": [3.7, 3.6],
  "multiplicity": 2,
  "homo_energy_ev": [0.92, -3.07],
  "charge": -1,
  "orbital_gap_ev": [2.80, 6.71],
  "elements": ["C", "N", "C", "C", "C", "H", "H", "H", "H", "H", "H", "H", "H", "H", "H", "H", "O", "H", "H", "O"],
  "coordinates": [[0.326, -0.052, -2.202], [0.416, -0.449, -0.789], [-0.731, -1.302, -0.342], [-0.443, -1.089, 2.239], [-0.461, -1.805, 1.054], [-0.700, 0.235, -2.398], [1.088, 0.676, -2.504], [0.732, -0.882, -2.828], [1.289, -0.926, -0.604], [-0.872, -2.132, -1.033], [-1.610, -0.649, -0.333], [-0.520, -1.526, 3.233], [-0.668, -0.027, 2.291], [0.144, -2.727, 1.099], [-1.439, 3.324, 0.303], [-0.268, 2.343, 0.586], [-1.236, 2.442, 0.628], [1.280, 1.011, -0.018], [2.089, 1.677, 1.212], [1.585, 1.857, 0.406]],
  "lowdin_spin": [0.02, 0.03, 0.07, 0.35, 0.30, 0.00, 0.00, 0.01, 0.02, 0.02, 0.01, 0.05, 0.04, 0.03, 0.00, 0.00, 0.01, 0.00, 0.01, 0.02]
}

=====

#x
{
  "formula": "C4H13NO2",
  "method": "wB97M-V/def2-TZVPD",
  "lumo_ev": [2.7, 2.7],
  "multiplicity": 2,
  "homo_energy_ev": [0.24, -2.16],
  "charge": -1,
  "orbital_gap_ev": [2.45, 4.85],
  "elements": ["C", "C", "C", "N", "C", "H", "H", "H", "H", "H", "H", "H", "H", "H", "H", "H", "O", "H", "H", "O"],
  "coordinates": [[-1.317, -0.945, 1.809], [0.151, -0.965, 1.338], [1.047, 0.031, 1.783], [0.920, 1.353, 1.244], [0.641, -2.387, 1.040], [-1.426, -1.899, 2.356], [-1.664, -0.094, 2.381], [-1.975, -1.164, 0.946], [2.063, -0.282, 2.062], [1.475, 2.003, 1.778], [1.004, 1.509, 0.242], [1.679, -2.541, 1.363], [-0.012, -3.105, 1.551], [0.628, -2.556, -0.040], [-0.277, -0.458, -0.477], [0.129, -0.826, -2.022], [-0.489, -0.385, -1.468], [-1.133, 3.943, -5.925], [-0.812, 4.836, -4.855], [-0.629, 3.931, -5.105]],
  "lowdin_spin": [0.06, 0.20, 0.42, 0.10, 0.03, 0.02, 0.01, 0.00, 0.04, 0.02, 0.03, 0.01, 0.00, 0.01, 0.02, 0.00, 0.03, 0.00, 0.00, 0.00]
}

=====

#w has the most favorable energy; the next structure is 3.6 kcal/mol above.

=====

#w
{
  "formula": "C2H3NO",
  "method": "wB97M-V/def2-TZVPD",
  "smiles": "NC#CO",
  "lumo_ev": 0.7,
  "homo_energy_ev": -8.47,
  "orbital_gap_ev": 9.20,
  "elements": ["N", "C", "C", "O", "H", "H", "H"],
  "coordinates": [[-1.549, -0.196, 0.177], [-0.234, 0.046, 0.003], [0.969, 0.039, -0.084], [2.225, 0.395, -0.291], [-2.088, -0.176, -0.680], [-1.975, 0.357, 0.911], [2.652, -0.466, -0.035]],
  "nbo_charge": [-0.82, 0.03, 0.17, -0.64, 0.38, 0.38, 0.49]
}

=====

#x
{
  "formula": "C2H3NO",
  "method": "wB97M-V/def2-TZVPD",
  "lumo_ev": 1.1,
  "homo_energy_ev": -10.10,
  "orbital_gap_ev": 11.16,
  "elements": ["C", "C", "N", "O", "H", "H", "H"],
  "coordinates": [[-2.337, -0.682, 0.117], [1.850, -0.304, 0.107], [-2.439, 0.444, -0.120], [1.028, 0.550, 0.202], [2.843, 0.044, 0.438], [1.720, -1.338, -0.223], [-2.665, 1.286, -0.521]],
  "nbo_charge": [0.29, 0.28, -0.72, -0.49, 0.10, 0.12, 0.43]
}

=====

#x has the most favorable energy; the next structure is 6.6 kcal/mol above.